18
Properties=species:S:1:pos:R:3:forces:R:3 method="wB97M-V/def2-TZVPD" relative_energy_ev=3.7521 e_homo_ha=-0.344 homo_lumo_gap_ev=10.15 largest_force_ev_per_a=5.342
C -0.192674 -0.781505 -0.316343 0.05 -0.64 4.50
C 0.298208 1.642045 0.459719 -0.02 -0.18 1.03
C -1.215391 -1.209525 -1.313463 -1.14 -0.84 -0.24
C 1.486730 1.661566 -0.483355 0.06 -0.33 -0.10
C -0.606168 0.380988 0.538471 -2.58 4.27 -1.93
C -0.099258 -1.477796 1.194915 0.37 -1.46 -3.30
C 0.042240 -2.307617 2.054370 -0.17 0.14 0.12
O -1.770993 0.566065 0.971660 2.92 -1.22 -0.84
H 0.836359 -0.810468 -0.671203 -0.21 0.40 0.16
H 0.628252 1.819752 1.486100 0.05 0.27 0.00
H -0.367045 2.469635 0.191197 -0.13 -0.28 0.25
H -0.816314 -1.152211 -2.329920 0.21 -0.37 0.21
H -2.101892 -0.561579 -1.334921 0.29 -0.05 0.45
H -1.579323 -2.216283 -1.068509 0.14 0.17 -0.49
H 2.227262 0.909203 -0.199536 0.08 0.14 -0.10
H 1.181769 1.474375 -1.516739 0.02 -0.06 0.04
H 1.958758 2.648391 -0.474195 -0.01 -0.17 0.11
H 0.089481 -3.055037 2.811751 0.07 0.21 0.14

---

68
Properties=species:S:1:pos:R:3:forces:R:3 method="wB97M-V/def2-TZVPD" total_charge=+3 e_homo_ha="-0.618 / -0.619" spin_multiplicity=2 homo_lumo_gap_ev="6.07 / 5.00" largest_force_ev_per_a=1.802
Re -1.218583 0.810477 0.120806 -0.57 -1.53 -0.77
Cl -2.386009 2.620598 0.608320 -0.25 1.69 0.28
C -4.045313 2.244852 0.986703 -1.15 -0.18 0.25
C -4.940573 3.228308 1.308152 0.43 0.05 -0.08
C -6.259023 2.835240 1.579841 -0.09 -0.16 0.02
C -6.638744 1.506653 1.525713 -0.16 0.03 0.04
C -5.711531 0.519462 1.207172 0.08 0.04 -0.02
Cl -6.168183 -1.121477 1.152631 -0.03 0.10 0.02
C -4.380141 0.893526 0.929770 0.25 -0.28 -0.02
S -3.188891 -0.298532 0.504932 1.23 0.65 -0.19
H -4.650396 4.270232 1.350990 -0.02 -0.01 -0.02
H -6.991383 3.590316 1.833068 0.00 0.00 -0.01
H -7.663224 1.225877 1.731735 0.02 -0.03 0.00
C 1.085115 2.439225 -1.376619 -0.52 -0.05 0.02
C 2.146678 2.458999 -0.276672 -0.01 -0.20 0.09
C 1.679379 2.209595 1.156174 -0.34 -0.03 -0.19
Sb 0.904899 0.197775 1.518720 0.86 -0.30 1.35
C 0.080361 0.176032 3.487326 0.34 -0.06 -0.57
C 0.673235 0.902642 4.512761 -0.01 0.00 -0.01
C 0.098825 0.862575 5.776468 0.11 0.06 -0.01
C -1.038117 0.099664 6.001314 -0.04 -0.02 0.05
C -1.613019 -0.633749 4.971529 -0.02 -0.03 -0.07
C -1.057097 -0.597293 3.700648 0.05 0.03 0.13
C 2.668513 -0.994965 1.370490 -0.59 0.13 -0.05
C 3.436027 -1.092625 2.524891 -0.08 0.10 0.05
C 4.642890 -1.774213 2.464934 0.02 0.01 0.06
C 5.062153 -2.351300 1.273673 0.00 -0.02 -0.04
C 4.272887 -2.266547 0.134264 -0.02 0.01 0.00
C 3.061091 -1.592508 0.181942 -0.05 -0.01 -0.02
Sb 0.506078 0.322762 -1.813688 0.38 -0.86 -1.07
C 2.071542 -0.338408 -3.111315 -0.41 0.18 0.50
C 1.821434 -1.478276 -3.864886 -0.07 -0.06 0.08
C 2.755545 -1.854406 -4.818244 0.04 -0.02 -0.02
C 3.910446 -1.103029 -4.998079 -0.02 0.00 0.04
C 4.142724 0.029959 -4.226888 0.04 0.03 0.00
C 3.221819 0.423802 -3.268353 0.04 0.05 0.06
C -1.230688 -0.765230 -2.664997 0.53 0.82 0.45
C -1.823951 -0.441308 -3.874009 -0.17 0.05 -0.14
C -2.777152 -1.314952 -4.383532 0.08 0.15 -0.07
C -3.129912 -2.462420 -3.682840 -0.02 -0.08 0.06
C -2.525531 -2.764304 -2.470149 0.04 0.01 0.03
C -1.569272 -1.906517 -1.939727 0.01 -0.12 -0.08
H 1.476207 2.820218 -2.320457 -0.13 -0.13 -0.11
H 0.202318 3.031634 -1.126414 0.10 0.15 0.00
H 2.568649 3.469445 -0.296865 0.08 -0.03 -0.06
H 2.968085 1.778359 -0.519061 0.02 0.04 0.01
H 0.914633 2.924194 1.466877 0.03 0.02 0.01
H 2.522858 2.309693 1.841158 -0.03 -0.10 0.07
H 1.570835 1.485157 4.342553 -0.02 0.04 0.05
H 0.551356 1.423004 6.583646 -0.03 -0.01 0.02
H -1.474120 0.066950 6.990805 0.01 0.00 0.00
H -2.486197 -1.245010 5.157880 0.00 0.01 0.02
H -1.491271 -1.185043 2.901503 -0.03 -0.03 0.01
H 3.100834 -0.658303 3.460014 0.06 -0.02 0.02
H 5.250481 -1.857543 3.355960 0.01 -0.01 -0.01
H 6.000968 -2.887087 1.235333 0.01 0.01 0.02
H 4.587869 -2.733728 -0.789268 0.02 -0.02 0.02
H 2.430818 -1.573577 -0.697220 0.03 -0.01 -0.04
H 0.922412 -2.064326 -3.720810 -0.01 0.00 -0.06
H 2.575428 -2.732100 -5.424232 0.01 -0.01 0.01
H 4.637199 -1.401677 -5.741561 -0.02 0.00 -0.01
H 5.040582 0.615484 -4.372471 0.00 -0.02 -0.01
H 3.417112 1.306749 -2.673071 -0.01 0.00 -0.04
H -1.547173 0.442626 -4.433162 -0.01 0.01 0.01
H -3.234236 -1.093858 -5.339049 -0.02 -0.03 0.01
H -3.877134 -3.131356 -4.088772 0.01 0.01 -0.02
H -2.783731 -3.666266 -1.931002 -0.03 -0.01 -0.03
H -1.079689 -2.160150 -1.007285 0.01 0.00 0.00

---

14
Properties=species:S:1:pos:R:3:forces:R:3 method="wB97M-V/def2-TZVPD" smiles=I[C@@H]1CCP[C@H]1I relative_energy_ev=0.0000 e_homo_ha=-0.339 homo_lumo_gap_ev=9.48 largest_force_ev_per_a=0.620
I 1.945139 2.385330 0.067973 -0.21 -0.35 -0.13
C 0.773624 0.611405 -0.375980 0.12 0.36 -0.02
C -0.721130 0.866783 -0.259983 -0.13 0.11 -0.10
C -1.363671 -0.501284 -0.464877 0.01 -0.16 0.02
P -0.383053 -1.693810 0.580260 0.06 0.09 -0.25
C 1.108014 -0.539306 0.550846 0.37 -0.49 0.10
I 2.884634 -1.607842 -0.092240 -0.26 0.26 0.14
H 1.017650 0.359768 -1.409500 0.08 0.08 0.11
H -1.057755 1.591474 -1.003261 0.05 0.05 0.05
H -0.961852 1.254730 0.733429 0.01 0.01 -0.04
H -2.415167 -0.527213 -0.178684 0.01 0.00 -0.04
H -1.290579 -0.810788 -1.511819 -0.04 0.02 0.08
H -0.864282 -1.182470 1.798450 -0.11 0.05 0.25
H 1.328428 -0.206779 1.565392 0.05 -0.03 -0.19

---

94
Properties=species:S:1:pos:R:3:forces:R:3 method="wB97M-V/def2-TZVPD" smiles="CB(O)c1c([C@H](Br)[C@H](C)Br)cc(CC(N)(N)N)c2c1C(=O)c1cc([PH2]=O)c([PH2]=S)c(S)c1C2=O.FC(F)C(F)(F)COC(F)(F)C(F)F.FC(F)C(F)(F)COC(F)(F)C(F)F" e_homo_ha=-0.334 homo_lumo_gap_ev=7.35 largest_force_ev_per_a=2.779
C -3.645871 -1.333805 3.680307 -0.47 -0.12 -0.34
B -4.958925 -1.385025 2.768837 -0.36 -0.49 -0.37
O -6.185684 -1.932007 3.174273 1.27 0.87 -0.71
C -4.931201 -0.745355 1.275202 -0.05 0.22 -0.87
C -5.933833 0.256513 0.937944 1.09 -0.06 -2.47
C -7.064588 0.748783 1.872687 0.09 1.28 -0.34
Br -8.812781 -0.019166 1.256830 0.88 -0.34 0.11
C -7.248211 2.338025 1.828536 0.96 -0.71 1.29
C -6.021753 3.016093 2.555334 0.00 0.32 -0.03
Br -8.822464 2.728400 2.999587 0.48 0.31 -0.64
C -5.906312 0.839814 -0.418390 1.32 -1.29 0.75
C -4.906808 0.469328 -1.413221 -0.34 -0.21 1.25
C -5.025733 1.168460 -2.804001 -1.02 -0.09 0.61
C -6.090662 0.406273 -3.695829 -0.85 -0.87 -1.16
N -7.422499 0.313305 -3.011069 1.08 -0.73 0.09
N -6.348275 1.121251 -4.986425 -0.43 -0.04 0.48
N -5.690260 -0.977095 -4.020855 0.44 0.35 0.51
C -3.898442 -0.516724 -1.051715 -0.42 -0.07 1.14
C -3.918230 -1.145901 0.286761 -1.06 1.79 -1.09
C -2.845127 -2.207197 0.550617 0.75 0.34 -0.77
O -2.968206 -3.191962 1.238724 -0.51 0.58 0.13
C -1.465378 -2.031095 -0.176383 0.45 0.32 -0.32
C -0.306142 -2.556222 0.505885 0.57 0.67 -1.78
C 1.008508 -2.461265 -0.141734 -2.30 0.32 -1.28
P 2.440522 -3.176070 0.793656 0.25 0.96 2.60
O 2.939447 -2.285477 1.907488 -0.32 -0.53 -1.46
C 1.055571 -1.832654 -1.464534 -0.80 -0.72 0.15
P 2.721273 -1.747321 -2.340049 -0.03 0.91 -0.14
S 3.644312 -0.068526 -1.985175 -0.06 -0.22 0.06
C -0.130051 -1.288072 -2.151845 0.07 -0.16 2.08
S 0.049233 -0.518733 -3.784112 -0.07 -0.21 -0.15
C -1.422271 -1.394795 -1.487777 1.26 -0.72 1.32
C -2.783294 -0.919629 -2.076566 0.01 0.11 0.93
O -2.949620 -0.864844 -3.264252 0.13 0.08 0.31
H -2.953993 -0.553219 3.266994 -0.56 -0.55 0.69
H -3.105847 -2.312570 3.592643 -0.53 0.76 0.33
H -3.956765 -1.140307 4.735448 0.62 -0.13 -0.70
H -6.827922 -1.816429 2.446700 0.17 -0.32 0.53
H -6.933690 0.493351 2.949133 -0.15 -0.13 -0.95
H -7.423253 2.726349 0.802813 -0.10 -0.28 0.93
H -5.045953 2.551365 2.252321 -0.89 0.40 0.10
H -5.979166 4.118923 2.341247 -0.09 -1.10 0.03
H -6.118117 2.939892 3.672485 0.03 -0.19 -1.12
H -6.685333 1.582501 -0.713748 0.82 -0.79 0.22
H -5.488112 2.178798 -2.617222 0.57 -0.90 -0.24
H -4.049542 1.312177 -3.317415 -0.86 -0.36 0.27
H -8.021057 -0.141967 -3.713933 0.11 0.40 0.35
H -7.293732 -0.427035 -2.303802 -0.29 0.57 0.01
H -6.473264 0.402495 -5.706518 0.25 0.33 0.33
H -7.288247 1.528796 -4.900670 0.63 0.28 -0.04
H -6.479616 -1.616047 -4.055532 0.22 0.35 -0.27
H -5.103678 -1.033486 -4.850960 -0.09 -0.12 0.40
H -0.429109 -3.049952 1.499055 0.09 0.52 -0.99
H 1.946659 -4.353278 1.452044 -0.11 0.21 -1.02
H 3.500506 -3.619205 -0.048200 -0.74 0.04 -0.10
H 3.479969 -2.897494 -1.939604 -0.73 0.33 -0.27
H 2.536061 -1.923844 -3.750496 -0.27 -0.39 0.85
H 0.361569 0.804862 -3.605685 -0.07 -0.80 0.75
F 9.397033 -3.005526 2.385883 0.01 0.05 -0.15
C 10.119070 -2.500783 1.366707 0.64 0.11 0.43
F 10.846317 -1.476364 1.877901 -0.07 0.08 -0.27
C 9.237363 -1.998066 0.223574 -0.84 0.37 -0.11
F 8.461781 -0.969057 0.629212 0.15 -0.14 0.16
F 10.065587 -1.490839 -0.736100 0.25 -0.35 0.11
C 8.352012 -3.053671 -0.466359 -0.15 -0.21 -0.80
O 6.987846 -3.122586 -0.055899 0.25 -0.07 1.07
C 6.678676 -3.897286 1.064753 0.77 -0.12 -1.12
F 7.750764 -4.623779 1.431863 -0.33 -0.12 0.30
F 5.740082 -4.789789 0.657433 -0.25 0.15 0.26
C 6.107640 -3.059586 2.208796 -0.55 0.67 0.58
F 6.978609 -2.110952 2.614951 0.10 -0.16 -0.28
F 5.845710 -3.833806 3.290175 0.07 -0.36 -0.31
H 10.818452 -3.265596 1.016807 -0.08 -0.01 -0.12
H 8.295282 -2.754138 -1.514513 -0.04 0.20 0.15
H 8.820552 -4.039520 -0.484981 0.05 0.10 0.30
H 5.181622 -2.562850 1.907424 -0.04 -0.11 -0.13
F 3.715029 5.192856 2.133359 -0.14 0.01 -0.10
C 2.562804 5.749167 1.714482 -0.08 0.39 0.64
F 1.722479 5.748024 2.780492 -0.18 -0.05 -0.23
C 1.935195 4.979939 0.552231 0.03 -0.83 -0.34
F 1.587397 3.730299 0.932691 0.10 0.15 0.16
F 0.768791 5.613682 0.227576 0.21 0.35 0.09
C 2.771202 4.898342 -0.739563 -0.10 0.09 -0.81
O 3.517313 3.704011 -0.953291 0.37 0.11 1.07
C 4.786604 3.611636 -0.373564 -0.56 0.80 -1.01
F 5.153264 4.807911 0.127056 0.30 -0.26 0.16
F 5.642377 3.349740 -1.385987 0.05 -0.31 0.26
C 4.874305 2.485780 0.658045 0.04 -0.76 0.49
F 3.992755 2.666561 1.664689 -0.03 0.15 -0.24
F 6.107399 2.448065 1.217963 0.05 0.25 -0.30
H 2.753045 6.790592 1.439583 -0.02 -0.03 -0.14
H 2.050897 4.907362 -1.559846 -0.08 -0.15 0.17
H 3.380302 5.790833 -0.896012 0.04 -0.06 0.31
H 4.669833 1.517409 0.196633 -0.01 0.09 -0.20

---

66
Properties=species:S:1:pos:R:3:forces:R:3 method="wB97M-V/def2-TZVPD" total_charge=+4 relative_energy_ev=0.0000 e_homo_ha=-0.744 homo_lumo_gap_ev=8.96 largest_force_ev_per_a=1.054
Pd -2.633356 -0.176114 -4.057533 -0.82 0.60 -0.28
C -0.293103 4.181692 -5.632585 0.02 0.04 -0.05
O -0.826872 3.400911 -4.517604 -0.06 -0.10 0.01
C -1.317142 2.224208 -4.688550 0.10 -0.10 -0.10
O -1.814036 1.629581 -3.695352 -0.10 -0.02 -0.13
N -1.264073 1.616138 -5.898102 -0.06 0.02 0.22
N -1.956928 0.388026 -6.033149 0.27 -0.09 0.01
H 0.011801 5.122491 -5.191102 0.00 0.00 0.00
H -1.079459 4.359704 -6.364756 0.00 -0.01 0.01
H 0.570112 3.673862 -6.060265 0.00 0.00 0.01
H -0.946261 2.083192 -6.736567 -0.05 0.02 -0.01
H -1.402579 -0.242869 -6.610577 0.08 0.00 0.07
H -2.836355 0.568190 -6.519390 0.03 -0.10 -0.12
N -4.145737 -0.007846 -2.621827 0.30 -0.20 -0.02
C -4.891590 -1.298117 -2.505121 -0.03 0.01 -0.04
C -4.907871 -1.945326 -3.874836 0.05 -0.05 0.13
N -3.474506 -2.006208 -4.314143 -0.01 -0.06 0.02
H -3.870671 0.361442 -1.714926 0.00 -0.09 0.04
H -4.761382 0.695141 -3.031204 0.04 0.06 0.02
H -5.899784 -1.132013 -2.127133 0.00 0.00 -0.01
H -4.360712 -1.929542 -1.792321 -0.01 0.01 0.01
H -5.473819 -1.366470 -4.603690 0.01 0.04 0.02
H -5.334122 -2.947513 -3.826757 -0.01 0.01 -0.04
H -3.374260 -2.399445 -5.248375 -0.19 -0.02 -0.01
H -2.999340 -2.662554 -3.691876 0.14 0.01 -0.10
C 2.427418 2.794358 1.225626 0.02 0.01 0.04
O 2.678673 1.471255 0.619228 -0.04 0.00 0.00
P 1.682796 0.294499 0.537337 0.27 0.10 0.21
O 2.470861 -0.830442 -0.134162 -0.05 -0.07 -0.04
C 3.863917 -0.926669 -0.622425 0.03 0.03 0.02
O 1.744728 1.030538 4.912704 0.16 -0.14 0.04
C 1.010814 1.564834 6.068784 -0.03 -0.01 0.00
H 2.398430 3.511158 0.412673 0.00 -0.01 -0.01
H 3.273262 2.984869 1.875992 0.00 -0.01 0.01
H 1.495793 2.779175 1.786529 -0.01 0.00 -0.02
H 4.530097 -0.757648 0.217928 0.00 0.00 -0.01
H 4.008977 -0.175726 -1.392258 0.00 0.00 0.00
H 3.959520 -1.931340 -1.015111 0.00 0.00 0.00
H 1.376385 1.129233 6.997517 0.01 0.01 0.00
H -0.039343 1.328596 5.932569 0.00 0.00 0.00
H 1.172825 2.637135 6.071239 -0.01 0.00 -0.01
C 5.712228 0.962916 7.163770 0.01 0.00 0.00
C 4.613184 1.241687 6.180170 0.02 -0.01 -0.03
O 3.833576 -0.017854 6.007224 -0.07 0.03 0.02
P 2.629070 -0.237186 5.076035 -0.21 0.07 0.08
O 1.846885 -1.436663 5.617844 0.07 0.02 -0.04
C 2.007750 -2.124083 6.940263 0.00 -0.01 0.01
C 3.030449 -3.217592 6.833336 0.00 0.00 0.00
O 3.032284 -0.513800 3.592425 0.16 0.05 0.06
C 4.041879 -1.573453 3.340385 -0.06 -0.05 -0.02
C 5.420315 -0.982818 3.210955 0.00 0.01 0.00
H 6.287613 1.877175 7.311591 0.00 0.00 0.00
H 6.387824 0.191257 6.797304 0.00 0.00 0.00
H 5.308827 0.657441 8.127670 0.00 0.00 0.00
H 4.989315 1.523269 5.197035 0.00 0.00 0.00
H 3.913661 1.995652 6.536514 0.00 0.00 0.00
H 1.008736 -2.495560 7.143503 0.00 0.01 0.01
H 2.277321 -1.364961 7.670913 -0.01 0.00 0.00
H 2.751857 -3.946132 6.072724 0.00 0.00 0.00
H 3.079798 -3.739359 7.789911 -0.01 0.00 0.00
H 4.024721 -2.818819 6.628079 0.00 0.00 0.00
H 3.697414 -2.053209 2.426649 0.01 -0.01 0.00
H 3.979032 -2.309310 4.142495 0.00 0.00 0.00
H 5.458283 -0.211905 2.439589 0.00 0.00 0.01
H 6.122581 -1.772402 2.941289 0.00 -0.01 0.00
H 5.760699 -0.552412 4.151225 0.01 0.00 0.00

---

29
Properties=species:S:1:pos:R:3:forces:R:3 method="wB97M-V/def2-TZVPD" relative_energy_ev=3.4515 e_homo_ha=-0.272 homo_lumo_gap_ev=8.10 largest_force_ev_per_a=3.985
C 1.499103 1.055544 -0.825620 -2.87 -0.31 2.12
C 1.927484 1.555577 0.550115 -0.36 0.81 -1.27
C 2.661578 0.457068 1.228501 0.11 -3.40 0.20
C -0.849893 0.383717 -0.812044 -1.04 -0.42 0.80
C -1.039970 -1.985537 -1.551001 -2.68 -0.29 -2.80
C -3.063499 -0.791652 -1.362214 -0.70 1.35 -0.68
C -1.745935 -1.447268 0.744720 -2.28 2.82 -1.55
C -1.684321 -0.879116 -0.724344 -0.78 -3.31 -0.03
O 0.422596 0.055381 -0.756721 1.42 -0.07 0.36
O 0.832024 1.970966 1.293064 0.23 0.43 1.99
O 3.957949 0.724722 1.160935 0.41 2.83 -0.68
O 2.251053 0.964275 3.048003 -0.66 -0.36 0.65
O -1.320247 1.496865 -0.820200 0.45 0.36 -0.06
H 1.120510 1.726930 -1.510896 -0.67 2.44 -0.88
H 2.225039 0.588285 -1.328994 3.10 -2.04 -1.44
H 2.543660 2.445326 0.435347 0.53 0.32 -0.42
H -0.634219 -1.528857 -2.400199 0.96 0.81 -1.53
H -1.749625 -2.719083 -2.097067 0.56 1.09 1.49
H -0.295368 -2.563319 -1.186198 2.38 -1.52 1.87
H -3.572409 -1.738449 -1.578175 0.47 0.09 0.51
H -3.726858 -0.157584 -0.831465 -0.79 0.42 1.15
H -3.084237 -0.236648 -2.307551 0.67 -0.29 -0.24
H -1.901345 -0.610884 1.379060 -0.09 0.83 0.99
H -0.894753 -1.905003 1.010958 3.34 -1.48 0.80
H -2.544286 -2.112447 0.980763 -0.87 -0.58 -0.57
H 1.340925 1.296495 2.944778 -0.46 -0.74 -0.14
H 4.672543 0.188460 1.485899 -0.60 -1.36 0.31
H 2.652985 1.804235 2.957736 1.57 1.66 0.35
H -0.000485 1.962002 0.872811 -1.37 -0.08 -1.31